Entry 1:
{
  "formula": "C34H38BN6ReSe2",
  "method": "the ωB97M-V functional and the def2-TZVPD basis",
  "symbols": ["Re", "C", "C", "C", "C", "N", "N", "B", "N", "N", "C", "C", "C", "C", "C", "C", "C", "C", "C", "C", "N", "N", "C", "C", "C", "C", "C", "C", "C", "C", "C", "C", "C", "C", "C", "C", "C", "C", "H", "H", "H", "H", "H", "H", "H", "H", "H", "H", "H", "H", "H", "H", "H", "H", "H", "H", "H", "H", "H", "H", "H", "H", "H", "H", "H", "H", "C", "Se", "C", "C", "Se", "C", "H", "H", "H", "H", "H", "H", "H", "H", "H", "H"],
  "coordinates": [[-0.2789, 0.0828, 0.0102], [4.1669, 2.9612, -1.2738], [3.4442, 1.8405, -0.6161], [3.9749, 0.7575, 0.0811], [2.9020, 0.0210, 0.5387], [1.7438, 0.5876, 0.0925], [2.1090, 1.7294, -0.5847], [1.0468, 2.6764, -1.1482], [0.2456, 1.8689, -2.1994], [-0.2744, 0.6292, -1.8550], [-0.9433, 0.1557, -2.9936], [-0.9129, 1.1244, -3.9464], [-0.1545, 2.1950, -3.4188], [0.1945, 3.4765, -4.0793], [-1.3811, -1.2360, -3.1396], [-2.6592, -1.5272, -3.6226], [-2.9885, -2.8299, -3.9573], [-2.0354, -3.8397, -3.8549], [-0.7579, -3.5508, -3.3958], [-0.4303, -2.2540, -3.0201], [0.0835, 3.0255, 0.0132], [-0.5097, 1.9782, 0.6452], [-1.1691, 2.4627, 1.7308], [-1.0730, 3.8374, 1.7254], [-0.2614, 4.1636, 0.6282], [0.2069, 5.5012, 0.1812], [-1.6177, 1.4790, 2.7061], [-0.9217, 0.2575, 2.7283], [-1.2626, -0.7230, 3.6640], [-2.2694, -0.4755, 4.5801], [-2.9402, 0.7479, 4.5684], [-2.6277, 1.7190, 3.6309], [3.0062, -1.1356, 1.4442], [2.5355, -1.0608, 2.7553], [2.7464, -2.1127, 3.6335], [3.4385, -3.2409, 3.2121], [3.9388, -3.3084, 1.9169], [3.7331, -2.2563, 1.0379], [5.2377, 2.8321, -1.1415], [3.8816, 3.9214, -0.8436], [3.9559, 2.9922, -2.3433], [5.0145, 0.5702, 0.2909], [1.5145, 3.6494, -1.6356], [-1.3001, 1.0562, -4.9497], [-0.2563, 3.5240, -5.0666], [1.2763, 3.5727, -4.1823], [-0.1599, 4.3236, -3.4909], [-3.3828, -0.7306, -3.7428], [-3.9774, -3.0567, -4.3327], [-2.2844, -4.8473, -4.1609], [-0.0050, -4.3283, -3.3736], [0.5865, -2.0078, -2.7365], [-1.4554, 4.5260, 2.4600], [-0.0965, 6.2595, 0.8983], [-0.2243, 5.7590, -0.7873], [1.2922, 5.5260, 0.0867], [0.0818, 0.2170, 2.2809], [-0.6838, -1.6377, 3.7256], [-2.5150, -1.2148, 5.3309], [-3.7118, 0.9410, 5.3024], [-3.1551, 2.6644, 3.6269], [2.0526, -0.1550, 3.1084], [2.4043, -2.0393, 4.6576], [3.6165, -4.0542, 3.9031], [4.5099, -4.1714, 1.6007], [4.1481, -2.2940, 0.0372], [-3.9435, -0.3346, 1.1863], [-2.7956, -0.6565, -0.3437], [-2.6429, -2.5938, -0.1764], [-1.7136, -3.0557, 0.9188], [0.0921, -2.2712, 0.8915], [1.0530, -3.5691, -0.2021], [-4.8645, -0.8734, 0.9756], [-4.1486, 0.7325, 1.2169], [-3.4839, -0.6744, 2.1069], [-2.3285, -2.9486, -1.1564], [-3.6572, -2.9504, 0.0082], [-1.5449, -4.1320, 0.8568], [-2.0901, -2.8325, 1.9155], [0.3219, -4.0854, -0.8154], [1.5555, -4.2395, 0.4885], [1.7780, -3.0405, -0.8120]],
  "lowdin_charge": [1.26, 0.02, -0.20, 0.09, -0.21, -0.06, 0.04, -0.47, 0.07, -0.11, -0.21, 0.11, -0.18, 0.04, -0.25, -0.04, -0.03, -0.03, -0.06, -0.05, 0.07, -0.09, -0.18, 0.10, -0.19, 0.03, -0.17, -0.15, -0.08, -0.03, -0.01, 0.01, -0.25, -0.08, -0.05, -0.04, -0.05, -0.05, 0.10, 0.10, 0.10, 0.15, 0.13, 0.15, 0.11, 0.11, 0.10, 0.13, 0.13, 0.13, 0.12, 0.11, 0.14, 0.10, 0.10, 0.10, 0.05, 0.11, 0.13, 0.13, 0.14, 0.12, 0.12, 0.12, 0.13, 0.13, -0.29, 1.04, -0.45, -0.43, 1.01, -0.26, 0.06, 0.05, 0.02, 0.05, 0.10, 0.10, 0.07, 0.03, 0.05, 0.04],
  "e_homo_ev": [-16.619, -16.612],
  "de_lowest_kj_mol": 0.0,
  "multiplicity": 2,
  "charge": 3,
  "total_energy_ev": -178292.1490
}

Entry 2:
{
  "formula": "C34H38GeKN2O",
  "method": "the ωB97M-V functional and the def2-TZVPD basis",
  "symbols": ["K", "C", "C", "C", "C", "C", "C", "C", "C", "C", "H", "H", "H", "H", "H", "H", "H", "H", "H", "H", "H", "H", "C", "C", "C", "C", "N", "C", "C", "C", "C", "C", "C", "N", "H", "H", "H", "H", "H", "H", "H", "H", "Ge", "C", "C", "C", "C", "C", "C", "C", "C", "C", "C", "C", "C", "H", "H", "H", "H", "H", "H", "H", "H", "H", "H", "H", "C", "C", "C", "O", "H", "H", "H", "H", "H", "H", "H"],
  "coordinates": [[0.6692, 0.0711, 0.6324], [-0.4161, 2.7169, 3.6627], [-0.2490, 2.7371, 2.1675], [0.9734, 3.0950, 1.5997], [1.1311, 3.1927, 0.2210], [2.4395, 3.6411, -0.3690], [0.0419, 2.9019, -0.6001], [-1.1854, 2.5254, -0.0645], [-2.3471, 2.1941, -0.9600], [-1.3154, 2.4448, 1.3221], [-0.6015, 3.7259, 4.0357], [0.4804, 2.3426, 4.1580], [-1.2613, 2.0973, 3.9622], [1.8111, 3.3255, 2.2500], [2.5045, 4.7309, -0.3618], [2.5417, 3.3088, -1.4013], [3.2861, 3.2621, 0.2045], [0.1526, 2.9721, -1.6768], [-3.2627, 2.6727, -0.6107], [-2.5218, 1.1158, -0.9696], [-2.1581, 2.5199, -1.9828], [-2.2750, 2.1721, 1.7504], [0.5758, -0.6541, 5.5645], [1.8966, -0.7688, 5.9591], [2.8704, -0.9352, 4.9889], [2.4950, -0.9825, 3.6505], [1.2212, -0.8478, 3.2643], [0.2958, -0.6940, 4.2080], [3.5203, -1.1803, 2.5831], [4.6773, -1.9102, 2.8396], [5.6232, -2.0519, 1.8394], [5.3888, -1.4596, 0.6100], [4.2026, -0.7673, 0.4391], [3.2799, -0.6301, 1.3896], [-0.2220, -0.5278, 6.2827], [2.1678, -0.7257, 7.0055], [3.9126, -1.0060, 5.2655], [-0.7282, -0.5964, 3.8641], [4.8260, -2.3790, 3.8018], [6.5267, -2.6195, 2.0174], [6.1004, -1.5359, -0.1998], [3.9815, -0.2916, -0.5105], [-1.0638, -1.7222, -2.3614], [0.1985, -0.3510, -2.9066], [1.5320, -0.4014, -2.4925], [2.4386, 0.5697, -2.8960], [2.0269, 1.6017, -3.7291], [0.7097, 1.6567, -4.1596], [-0.1959, 0.6862, -3.7509], [-2.7200, -1.7316, -3.3570], [-3.5368, -0.6033, -3.4593], [-4.7133, -0.6465, -4.1904], [-5.0889, -1.8210, -4.8302], [-4.2880, -2.9488, -4.7368], [-3.1100, -2.9031, -4.0033], [-0.4362, -3.1253, -2.3786], [1.8812, -1.2308, -1.8819], [3.4762, 0.5115, -2.5911], [2.7376, 2.3493, -4.0572], [0.3898, 2.4486, -4.8247], [-1.2147, 0.7302, -4.1168], [-3.2614, 0.3174, -2.9577], [-5.3395, 0.2332, -4.2631], [-6.0073, -1.8557, -5.4013], [-4.5800, -3.8643, -5.2340], [-2.4912, -3.7911, -3.9379], [-1.7759, -2.4490, 1.4544], [-2.3260, -2.1112, 0.0842], [-3.6319, -1.3449, 0.1789], [-1.3431, -1.3276, -0.6156], [-2.4687, -3.0874, 2.0034], [-1.6453, -1.5300, 2.0325], [-0.8165, -2.9632, 1.3850], [-2.5019, -3.0459, -0.4654], [-3.4774, -0.4099, 0.7236], [-4.3809, -1.9305, 0.7140], [-4.0256, -1.1113, -0.8098]],
  "lowdin_charge": [0.74, -0.04, -0.29, -0.03, -0.29, -0.03, -0.03, -0.28, -0.03, -0.04, 0.09, 0.08, 0.08, 0.13, 0.09, 0.06, 0.08, 0.11, 0.09, 0.05, 0.08, 0.13, -0.04, -0.04, -0.01, -0.22, 0.07, -0.14, -0.22, 0.00, -0.04, -0.04, -0.13, 0.06, 0.11, 0.12, 0.11, 0.10, 0.11, 0.12, 0.11, 0.09, 0.96, -0.29, -0.14, -0.09, -0.08, -0.07, -0.10, -0.30, -0.13, -0.07, -0.07, -0.07, -0.11, 0.03, 0.10, 0.10, 0.11, 0.11, 0.09, 0.08, 0.11, 0.11, 0.11, 0.09, -0.05, -0.51, -0.04, -0.40, 0.09, 0.06, 0.09, 0.13, 0.08, 0.09, 0.07],
  "e_homo_ev": -11.644,
  "de_lowest_kj_mol": 0.0,
  "multiplicity": 1,
  "charge": 1,
  "total_energy_ev": -113741.4548
}

Entry 3:
{
  "formula": "C34H38N2OP2PtS",
  "method": "the ωB97M-V functional and the def2-TZVPD basis",
  "symbols": ["Pt", "C", "C", "P", "C", "C", "C", "C", "C", "C", "C", "C", "C", "C", "C", "C", "C", "P", "C", "C", "C", "C", "C", "C", "C", "C", "C", "C", "C", "C", "H", "H", "H", "H", "H", "H", "H", "H", "H", "H", "H", "H", "H", "H", "H", "H", "H", "H", "H", "H", "H", "H", "H", "H", "H", "H", "N", "C", "C", "N", "C", "H", "H", "H", "H", "O", "S", "C", "C", "C", "C", "H", "H", "H", "H", "H", "H", "H", "H"],
  "coordinates": [[0.2146, -0.0444, 0.1900], [-1.8008, -2.8995, -0.5558], [-1.6745, -1.7017, -1.5259], [-2.0279, -0.1250, -0.6485], [-2.2224, 1.2875, -1.7698], [-3.1136, 1.2127, -2.8413], [-3.3394, 2.3195, -3.6414], [-2.7053, 3.5234, -3.3539], [-1.8460, 3.6142, -2.2687], [-1.6026, 2.4987, -1.4773], [-3.7099, -0.2712, -0.0090], [-4.1255, 0.6239, 0.9752], [-5.4497, 0.6418, 1.3781], [-6.3597, -0.2368, 0.8053], [-5.9455, -1.1347, -0.1680], [-4.6197, -1.1602, -0.5767], [-0.7696, -3.0768, 0.5732], [-0.4690, -1.6119, 1.6233], [-1.9623, -1.3247, 2.5967], [-2.0082, -0.1698, 3.3786], [-3.0802, 0.0546, 4.2249], [-4.1128, -0.8732, 4.2961], [-4.0726, -2.0206, 3.5190], [-2.9986, -2.2501, 2.6701], [0.7511, -2.0629, 2.8778], [1.4963, -1.0611, 3.4983], [2.3721, -1.3771, 4.5229], [2.5198, -2.6980, 4.9273], [1.7712, -3.6974, 4.3233], [0.8783, -3.3817, 3.3090], [-1.7870, -3.8064, -1.1615], [-2.7853, -2.8685, -0.0888], [-2.3297, -1.8786, -2.3800], [-0.6551, -1.6138, -1.9069], [-3.6400, 0.2882, -3.0513], [-4.0289, 2.2533, -4.4723], [-2.9046, 4.3963, -3.9619], [-1.3715, 4.5570, -2.0274], [-0.9669, 2.5918, -0.6077], [-3.4156, 1.3084, 1.4236], [-5.7718, 1.3386, 2.1404], [-7.3958, -0.2213, 1.1164], [-6.6552, -1.8181, -0.6149], [-4.3187, -1.8679, -1.3371], [0.2024, -3.3991, 0.1917], [-1.1264, -3.8758, 1.2263], [-1.2017, 0.5541, 3.3294], [-3.1085, 0.9474, 4.8356], [-4.9453, -0.7033, 4.9660], [-4.8754, -2.7436, 3.5735], [-2.9830, -3.1608, 2.0853], [1.3788, -0.0287, 3.1910], [2.9366, -0.5937, 5.0116], [3.2089, -2.9465, 5.7234], [1.8740, -4.7245, 4.6466], [0.2832, -4.1733, 2.8720], [4.2403, 0.4078, 1.1609], [4.2719, -0.9595, 1.0283], [3.0135, -1.3250, 0.6783], [2.2298, -0.1931, 0.5954], [3.0004, 0.8370, 0.8900], [5.0189, 0.9966, 1.4101], [5.1637, -1.5384, 1.1885], [2.6263, -2.3096, 0.4847], [2.6976, 1.8698, 0.8906], [1.1123, 1.1890, -1.3345], [0.9208, 0.8616, -2.8349], [1.2783, 2.4152, -3.6938], [2.2924, 2.0629, -4.7731], [3.3080, 1.1503, -4.0922], [2.4870, 0.0890, -3.3619], [1.7041, 3.0601, -2.9218], [0.3449, 2.8363, -4.0532], [2.7442, 2.9626, -5.1878], [1.8009, 1.5359, -5.5944], [3.9020, 1.7209, -3.3761], [3.9939, 0.6934, -4.8031], [2.9454, -0.2995, -2.4527], [2.2193, -0.7452, -4.0108]],
  "lowdin_charge": [0.80, -0.26, -0.32, 0.94, -0.38, -0.07, -0.05, -0.06, -0.07, -0.14, -0.35, -0.09, -0.05, -0.05, -0.05, -0.09, -0.31, 0.86, -0.36, -0.11, -0.06, -0.05, -0.05, -0.07, -0.36, -0.12, -0.06, -0.05, -0.05, -0.07, 0.13, 0.08, 0.09, 0.06, 0.11, 0.12, 0.12, 0.12, 0.09, 0.11, 0.12, 0.12, 0.12, 0.10, 0.09, 0.08, 0.10, 0.12, 0.12, 0.12, 0.10, 0.09, 0.11, 0.12, 0.12, 0.10, 0.10, -0.04, -0.12, -0.16, -0.16, 0.17, 0.13, 0.11, 0.14, -0.70, 1.00, -0.29, -0.21, -0.21, -0.29, 0.11, 0.09, 0.13, 0.13, 0.12, 0.13, 0.09, 0.10],
  "e_homo_ev": -13.851,
  "de_lowest_kj_mol": 0.0,
  "multiplicity": 1,
  "charge": 2,
  "total_energy_ev": -73551.5126
}